A gas-phase ion, C7H13N (charge +1) at a distorted geometry. Source: the OMol25 dataset; level of theory: wB97M-V/def2-TZVPD.

Computed properties:
spin multiplicity: 2
strongest force on any atom: 4.6 eV Å⁻¹
net charge: +1
highest occupied orbital energy (spin up / spin down): -0.5141 / -0.5128 Ha
orbital gap (spin up / spin down): 6.58 / 6.52 eV
relative energy (zero: lowest compared OMol25 entry of this formula, charge and spin): 461.59 kJ/mol

Geometry (Å):
C (1.146, 1.379, 1.231)
C (0.543, 0.696, 0.029)
N (1.714, -1.251, 0.970)
C (0.488, -0.809, 0.354)
C (-0.770, 1.265, -0.441)
C (-1.394, 0.658, -1.506)
C (-1.076, -0.442, -2.319)
C (-0.785, -1.226, 1.332)
H (0.353, 1.479, 1.946)
H (1.871, 0.653, 1.588)
H (1.634, 2.268, 0.794)
H (0.426, -1.337, -0.757)
H (1.326, 0.814, -0.744)
H (-0.937, 2.404, -0.359)
H (1.882, -2.235, 0.683)
H (-2.427, 0.973, -1.656)
H (-1.892, -0.885, -2.883)
H (-0.101, -0.758, -2.550)
H (-0.585, -0.594, 2.162)
H (-0.618, -2.168, 1.790)
H (-1.845, -0.981, 1.117)

***

9 unconnected molecules or ions with the total composition C36H78N5O11 at a distorted geometry. Source: the OMol25 dataset; level of theory: wB97M-V/def2-TZVPD.

Computed properties:
spin multiplicity: 1
strongest force on any atom: 6.1 eV Å⁻¹
net charge: +1
highest occupied orbital energy: -0.3105 Ha
orbital gap: 4.84 eV

Geometry (Å):
C (-7.485, 1.667, -1.036)
C (-6.000, 1.472, -0.440)
C (-4.898, 2.535, -0.963)
C (-5.715, 0.435, 0.527)
C (-5.002, -0.984, 0.171)
C (-3.596, -0.992, 0.956)
C (-2.613, -2.205, 0.587)
C (-2.535, -2.396, -1.032)
C (-1.174, -2.170, 1.297)
C (-0.785, -0.790, 2.008)
N (-0.454, 0.298, 1.050)
C (0.694, 0.529, 0.413)
N (0.803, 1.707, -0.464)
C (2.194, 1.626, -0.920)
C (2.994, 2.629, -1.871)
O (2.236, 3.147, -2.973)
C (1.321, 4.173, -2.578)
C (0.379, 4.720, -3.713)
C (-0.638, 5.867, -3.423)
C (-0.729, 6.489, -1.986)
C (0.183, 5.974, -0.849)
C (1.198, 4.815, -1.180)
N (2.756, 0.421, -0.323)
N (1.881, -0.274, 0.489)
C (2.269, -1.532, 1.169)
O (3.697, -1.820, 0.978)
N (4.379, -1.094, 1.928)
O (5.480, -0.860, 1.534)
H (-8.172, 0.824, -0.687)
H (-7.357, 1.693, -2.185)
H (-7.914, 2.706, -0.747)
H (-5.217, 3.613, -0.689)
H (-3.853, 2.345, -0.546)
H (-4.863, 2.509, -2.113)
H (-5.983, 0.665, 1.630)
H (-4.916, -1.018, -0.966)
H (-5.747, -1.777, 0.563)
H (-3.146, 0.053, 0.853)
H (-3.857, -1.115, 2.079)
H (-3.137, -3.169, 0.961)
H (-3.581, -2.750, -1.378)
H (-1.835, -3.285, -1.266)
H (-2.252, -1.437, -1.580)
H (-1.160, -2.985, 2.115)
H (-0.402, -2.500, 0.511)
H (-1.610, -0.374, 2.703)
H (0.091, -1.028, 2.727)
H (-1.219, 0.972, 0.850)
H (3.857, 2.013, -2.337)
H (3.522, 3.443, -1.240)
H (0.426, 4.302, -4.787)
H (-1.330, 6.247, -4.256)
H (-1.467, 7.331, -1.716)
H (0.172, 6.401, 0.212)
H (1.868, 4.484, -0.324)
H (3.731, 0.204, -0.562)
H (2.151, -1.405, 2.312)
H (1.721, -2.453, 0.767)
C (-5.513, -2.414, 6.054)
C (-4.183, -2.361, 5.328)
O (-4.259, -1.456, 4.231)
H (-6.308, -2.730, 5.376)
H (-5.470, -3.110, 6.896)
H (-5.788, -1.424, 6.430)
H (-3.922, -3.347, 4.937)
H (-3.383, -2.033, 6.000)
H (-4.481, -0.585, 4.586)
C (-11.650, -0.881, -0.522)
C (-11.105, -1.280, 0.834)
O (-9.803, -0.737, 1.021)
H (-10.990, -1.234, -1.320)
H (-12.648, -1.297, -0.680)
H (-11.705, 0.208, -0.612)
H (-11.031, -2.367, 0.912)
H (-11.755, -0.919, 1.638)
H (-9.877, 0.225, 0.960)
C (4.003, 6.618, 1.380)
C (3.276, 7.923, 1.122)
O (3.152, 8.148, -0.276)
H (4.997, 6.636, 0.924)
H (4.110, 6.436, 2.452)
H (3.462, 5.779, 0.932)
H (3.829, 8.760, 1.551)
H (2.275, 7.907, 1.566)
H (2.652, 7.407, -0.649)
C (-7.754, -6.261, 3.975)
C (-7.593, -5.521, 5.288)
O (-8.003, -4.166, 5.142)
H (-7.160, -5.784, 3.191)
H (-7.437, -7.302, 4.073)
H (-8.796, -6.240, 3.644)
H (-6.548, -5.526, 5.604)
H (-8.194, -5.987, 6.075)
H (-8.930, -4.169, 4.871)
C (1.249, 8.842, -7.265)
C (0.209, 8.820, -6.163)
O (-0.107, 7.477, -5.811)
H (0.884, 8.310, -8.148)
H (1.496, 9.868, -7.549)
H (2.164, 8.336, -6.943)
H (-0.711, 9.306, -6.496)
H (0.572, 9.341, -5.272)
H (0.709, 7.055, -5.509)
C (7.619, -3.455, 2.375)
C (8.165, -3.859, 3.731)
O (9.456, -3.298, 3.928)
H (8.288, -3.790, 1.577)
H (6.628, -3.885, 2.209)
H (7.549, -2.366, 2.295)
H (8.254, -4.945, 3.798)
H (7.506, -3.516, 4.535)
H (9.368, -2.337, 3.876)
C (10.168, -5.220, -0.658)
C (9.013, -6.043, -1.192)
O (9.258, -7.429, -0.984)
H (11.101, -5.502, -1.152)
H (9.993, -4.153, -0.818)
H (10.307, -5.398, 0.413)
H (8.892, -5.878, -2.265)
H (8.076, -5.772, -0.693)
H (9.356, -7.568, -0.033)
C (9.062, -4.425, -5.548)
C (10.059, -3.651, -4.707)
O (10.649, -4.505, -3.734)
H (8.279, -4.853, -4.916)
H (8.597, -3.778, -6.296)
H (9.552, -5.259, -6.059)
H (9.562, -2.832, -4.182)
H (10.852, -3.229, -5.332)
H (11.094, -5.221, -4.206)

***

A molecular structure, C33H25F4MoN4S3. Source: the OMol25 dataset; level of theory: wB97M-V/def2-TZVPD.

Computed properties:
spin multiplicity: 1
strongest force on any atom: 0.3 eV Å⁻¹
net charge: +3
highest occupied orbital energy: -0.5888 Ha
orbital gap: 4.56 eV
relative energy (zero: lowest compared OMol25 entry of this formula, charge and spin): 47.94 kJ/mol

Geometry (Å):
Mo (0.833, -0.745, 0.194)
C (3.973, -2.106, 0.974)
C (2.994, -3.266, 0.962)
S (1.565, -3.142, -0.156)
C (2.189, -3.287, -1.848)
C (3.103, -2.172, -2.316)
S (2.472, -0.520, -1.863)
C (3.993, 0.325, -1.312)
C (4.123, 0.589, 0.193)
S (3.158, -0.493, 1.263)
H (4.535, -2.034, 0.047)
H (4.690, -2.252, 1.783)
H (2.523, -3.398, 1.938)
H (3.510, -4.197, 0.723)
H (1.272, -3.330, -2.439)
H (2.679, -4.257, -1.944)
H (3.179, -2.194, -3.403)
H (4.106, -2.279, -1.913)
H (4.029, 1.271, -1.852)
H (4.817, -0.279, -1.686)
H (3.804, 1.594, 0.461)
H (5.163, 0.498, 0.510)
F (-0.516, -0.624, -3.466)
C (-1.282, 0.367, -3.918)
C (-2.095, 0.126, -4.987)
F (-2.114, -1.073, -5.505)
C (-2.892, 1.174, -5.577)
C (-2.777, 2.475, -4.967)
C (-1.943, 2.687, -3.904)
F (-1.887, 3.888, -3.366)
C (-1.165, 1.649, -3.352)
C (-0.240, 1.963, -2.272)
C (0.031, 1.203, -1.173)
N (-0.446, -0.062, -0.846)
C (0.477, 3.206, -2.335)
N (1.135, 4.147, -2.369)
F (-3.488, 3.466, -5.421)
C (-3.702, 0.956, -6.676)
C (-4.474, 1.977, -7.296)
N (-5.110, 2.757, -7.856)
C (-3.834, -0.317, -7.305)
N (-3.935, -1.341, -7.819)
C (-3.518, -3.899, 4.983)
C (-3.219, -4.789, 3.959)
C (-2.330, -4.413, 2.972)
C (-1.733, -3.139, 2.992)
C (-2.043, -2.253, 4.043)
C (-2.928, -2.635, 5.026)
C (-0.830, -2.838, 1.919)
C (-0.173, -1.678, 1.651)
C (-0.211, -0.330, 2.240)
C (0.720, 0.093, 3.229)
C (0.593, 1.321, 3.831)
C (-0.467, 2.160, 3.470)
C (-1.417, 1.764, 2.531)
C (-1.297, 0.532, 1.925)
H (-4.212, -4.191, 5.760)
H (-3.675, -5.769, 3.938)
H (-2.090, -5.103, 2.172)
H (-1.583, -1.277, 4.101)
H (-3.162, -1.960, 5.837)
H (-0.667, -3.666, 1.235)
H (1.510, -0.582, 3.530)
H (1.293, 1.632, 4.595)
H (-0.563, 3.126, 3.951)
H (-2.252, 2.411, 2.298)
H (-2.050, 0.183, 1.230)
C (1.015, 1.475, -0.099)
H (1.922, 1.945, -0.473)
H (0.623, 2.044, 0.741)

***

A molecular structure, C7H5AsF5O3ReS5Te. Source: the OMol25 dataset; level of theory: wB97M-V/def2-TZVPD.

Computed properties:
spin multiplicity: 1
strongest force on any atom: 0.9 eV Å⁻¹
net charge: +2
highest occupied orbital energy (spin up / spin down): -0.5696 / -0.5697 Ha
orbital gap (spin up / spin down): 5.45 / 5.46 eV
relative energy (zero: lowest compared OMol25 entry of this formula, charge and spin): 88.52 kJ/mol

Geometry (Å):
Re (-0.637, -0.032, -0.152)
S (0.858, -4.326, 1.945)
As (-0.561, -2.915, 1.199)
S (-0.853, -0.796, 1.914)
S (-0.735, -2.094, -0.914)
S (-1.289, -4.717, 2.084)
F (2.481, 2.468, 2.345)
Te (2.005, 1.685, 0.780)
F (0.202, 2.042, 1.254)
F (2.171, 0.094, 1.695)
F (3.591, 1.349, -0.035)
F (1.984, 3.292, -0.081)
O (1.055, 0.616, -0.543)
O (-3.222, 7.383, -2.167)
C (-2.442, 6.447, -2.713)
O (-1.638, 6.700, -3.556)
C (-2.497, 5.049, -2.131)
C (-1.319, 4.300, -2.220)
C (-1.286, 3.001, -1.775)
C (-2.460, 2.444, -1.253)
S (-2.593, 0.810, -0.645)
C (-3.656, 3.166, -1.188)
C (-3.660, 4.481, -1.625)
H (-3.671, 7.089, -1.365)
H (-0.447, 4.760, -2.667)
H (-0.374, 2.426, -1.871)
H (-4.560, 2.712, -0.804)
H (-4.587, 5.038, -1.596)

***

3 unconnected molecules or ions with the total composition C3H10OS2 at a distorted geometry. Source: the OMol25 dataset; level of theory: wB97M-V/def2-TZVPD.

Computed properties:
spin multiplicity: 2
strongest force on any atom: 1.1 eV Å⁻¹
net charge: -1
highest occupied orbital energy (spin up / spin down): -0.1074 / -0.1053 Ha
orbital gap (spin up / spin down): 6.24 / 4.36 eV
relative energy (zero: lowest compared OMol25 entry of this formula, charge and spin): 95.12 kJ/mol

Geometry (Å):
C (0.531, 2.299, 0.242)
C (-0.319, 1.664, -0.859)
S (0.438, 0.321, -1.850)
S (-0.450, 0.101, 2.243)
C (-0.728, -1.545, 1.528)
H (1.073, 3.166, -0.183)
H (-0.027, 2.520, 1.158)
H (1.295, 1.634, 0.650)
H (-0.537, 2.399, -1.626)
H (-1.224, 1.266, -0.378)
H (-1.336, -2.094, 2.254)
H (0.182, -2.045, 1.209)
H (-1.276, -1.408, 0.577)
H (1.261, -2.723, -2.183)
H (0.367, -1.733, -1.491)
O (0.497, -2.730, -1.603)